Below is a molecular structure, BrCdN5O15, with properties calculated with the ωB97M-V functional and the def2-TZVPD basis.

energy	-4143.40829	a.u.
gap between HOMO and LUMO	6.486	eV
energy relative to the best compared isomer or geometry (same formula, charge and spin)	0.0	kJ/mol
LUMO level	9.33	eV

Structure (ORCA input):
```
! RIJCOSX wB97M-V def2-TZVPD def2/J DEFGRID3
* xyz -4 1
Cd 0.58404 -0.20836 -0.61875
N -0.96377 3.06066 -0.95183
O -0.80232 4.05598 -1.75460
O -0.72402 1.91897 -1.35082
O -1.38656 3.34928 0.17343
N 1.83466 2.50100 0.95299
O 2.48782 2.99183 0.01006
O 1.85875 3.03605 2.07261
O 1.17746 1.45225 0.73586
N -0.65484 -2.89445 -2.61176
O -0.47170 -1.91719 -1.80906
O -0.44689 -2.67653 -3.81455
O -1.02826 -3.95735 -2.11355
N 1.30598 -2.34508 1.76154
O 2.27993 -2.27338 2.54680
O 1.39872 -1.79646 0.62968
O 0.32391 -3.02519 2.04825
N -2.31165 -0.24058 1.58407
O -2.03858 -1.04686 2.46188
O -3.36158 0.44060 1.61011
O -1.58793 -0.05436 0.55985
Br 2.52684 -0.37085 -2.12220
*
```